10
Properties=species:S:1:pos:R:3:mulliken_charge:R:1 method="wB97M-V/def2-TZVPD" total_energy_ev=-24850.148 e_above_lowest_ev=2.0783 homo_lumo_gap_ev=8.820 e_lumo_ha=0.0003 smiles=CO.SS
S -1.299 1.334 2.008 -0.12
S -1.762 -0.546 2.733 -0.17
H -0.497 1.304 0.994 0.11
H -2.095 -0.149 4.073 0.19
C 0.649 -0.605 -1.800 -0.44
O 1.765 0.251 -1.892 -0.49
H 1.050 -1.624 -2.236 0.25
H -0.219 0.018 -2.003 0.24
H 0.729 -0.826 -0.695 0.14
H 1.678 0.844 -1.181 0.30

---

10
Properties=species:S:1:pos:R:3:mulliken_charge:R:1 method="wB97M-V/def2-TZVPD" total_energy_ev=-18934.547 e_above_lowest_ev=2.7399 homo_lumo_gap_ev=9.525 e_lumo_ha=0.0104 smiles="O=C[SiH2][SiH3]"
C 1.716 0.210 -0.455 0.04
O 2.639 -0.523 -0.392 -0.38
Si -1.492 -0.587 -0.087 0.34
Si 0.296 0.623 0.723 0.28
H 1.584 0.835 -1.535 0.21
H -0.989 -2.038 -0.318 -0.07
H -2.702 -0.759 0.730 -0.12
H -2.018 -0.145 -1.269 -0.13
H 0.212 2.107 0.588 -0.07
H 0.753 0.278 2.017 -0.10

---

10
Properties=species:S:1:pos:R:3:mulliken_charge:R:1 method="wB97M-V/def2-TZVPD" total_energy_ev=-30543.874 e_above_lowest_ev=2.5240 homo_lumo_gap_ev=8.673 e_lumo_ha=0.0137 smiles="C=[PH2][PH2]=S"
C -1.480 1.486 0.066 -0.67
P -0.731 0.067 -0.125 0.13
P 1.368 -0.857 0.121 0.00
S 2.790 0.388 0.058 -0.35
H -0.871 2.126 -0.576 0.23
H -1.477 1.832 1.027 0.30
H -1.408 -0.857 0.622 0.09
H -0.694 -0.456 -1.347 0.07
H 1.240 -1.964 1.112 0.11
H 1.263 -1.768 -0.958 0.09

---

9
Properties=species:S:1:pos:R:3:mulliken_charge:R:1 method="wB97M-V/def2-TZVPD" total_energy_ev=-22804.349 e_above_lowest_ev=0.2807 homo_lumo_gap_ev=9.758 e_lumo_ha=0.0272 smiles=CS.S
S 3.140 -0.109 -0.567 -0.28
H 4.323 -0.709 -0.419 0.14
H 2.520 -1.218 -1.031 0.14
C -2.206 -0.139 -0.694 -0.69
S -2.217 0.354 1.032 -0.19
H -3.011 -0.845 -0.886 0.28
H -2.340 0.795 -1.229 0.24
H -1.317 -0.674 -1.024 0.25
H -2.069 -0.864 1.597 0.11

---

10
Properties=species:S:1:pos:R:3:mulliken_charge:R:1 method="wB97M-V/def2-TZVPD" total_energy_ev=-30679.488 e_above_lowest_ev=2.7704 homo_lumo_gap_ev="7.241 / 7.235" e_lumo_ha="-0.0691 / -0.0693"
C 0.391 0.646 0.392 -0.64
Si -0.646 -0.781 -0.173 0.49
S 3.043 -0.090 -0.270 -0.30
S -2.704 0.175 -0.418 -0.34
H 0.161 1.579 -0.173 0.29
H 0.418 0.778 1.489 0.33
H -0.638 -1.520 1.230 -0.06
H -0.034 -1.436 -1.335 -0.07
H 3.017 0.269 -1.607 0.13
H -3.007 0.380 0.865 0.16

---

11
Properties=species:S:1:pos:R:3:mulliken_charge:R:1 method="wB97M-V/def2-TZVPD" total_energy_ev=-44474.927 e_above_lowest_ev=0.2908 homo_lumo_gap_ev=8.937 e_lumo_ha=0.0162 smiles=CSS.SS
C 1.893 0.054 0.878 -0.81
S 0.960 1.264 -0.106 -0.10
S 2.192 1.476 -1.735 -0.21
H 1.845 -0.920 0.400 0.32
H 1.464 0.009 1.878 0.31
H 2.930 0.381 0.938 0.34
H 2.750 2.640 -1.374 0.15
S -1.416 -0.934 0.174 -0.08
S -3.071 -1.827 1.115 -0.21
H -1.538 0.175 0.908 0.15
H -2.763 -3.072 0.725 0.14

---

9
Properties=species:S:1:pos:R:3:mulliken_charge:R:1 method="wB97M-V/def2-TZVPD" total_energy_ev=-19842.873 e_above_lowest_ev=4.4774 homo_lumo_gap_ev="8.768 / 7.557" e_lumo_ha="-0.0110 / -0.0138"
C -0.590 0.380 0.530 -0.52
Si 1.027 -0.451 0.078 0.42
S -2.119 -0.114 -0.065 -0.11
H -0.700 0.978 1.416 0.40
H -0.112 2.050 -0.785 0.01
H 2.090 0.347 0.660 -0.10
H 1.101 -0.621 -1.371 -0.10
H 0.992 -1.797 0.685 -0.11
H -1.688 -0.771 -1.148 0.11

---

9
Properties=species:S:1:pos:R:3:mulliken_charge:R:1 method="wB97M-V/def2-TZVPD" total_energy_ev=-19843.185 e_above_lowest_ev=4.1653 homo_lumo_gap_ev="10.058 / 4.514" e_lumo_ha="-0.0079 / -0.0984"
C -0.688 -0.957 0.134 -0.57
Si -1.394 0.795 -0.029 0.19
S 2.638 0.071 0.071 -0.17
H 0.325 -0.788 0.324 -0.13
H -1.229 -1.497 0.883 0.33
H -0.802 -1.663 -0.674 0.33
H -1.745 1.516 -1.232 -0.07
H -0.460 1.505 0.908 -0.07
H 3.356 1.018 -0.386 0.15

---

10
Properties=species:S:1:pos:R:3:mulliken_charge:R:1 method="wB97M-V/def2-TZVPD" total_charge=+1 total_energy_ev=-3308.800 e_above_lowest_ev=0.0000 homo_lumo_gap_ev=12.088 e_lumo_ha=-0.1664 smiles=BC[NH3+]
B -0.816 -0.175 1.335 0.21
C 0.566 0.018 0.241 -0.69
N 0.170 0.125 -1.191 -0.31
H -1.866 -0.288 0.856 0.00
H -0.599 -0.191 2.464 0.04
H 1.128 0.901 0.533 0.34
H 1.207 -0.850 0.377 0.32
H -0.332 1.007 -1.361 0.36
H -0.455 -0.649 -1.451 0.36
H 0.996 0.101 -1.805 0.36

---

16
Properties=species:S:1:pos:R:3:mulliken_charge:R:1 method="wB97M-V/def2-TZVPD" total_charge=-1 total_energy_ev=-105968.536 homo_lumo_gap_ev=7.011 e_lumo_ha=0.1012
N -1.849 -3.021 -0.461 -0.77
P -1.089 -1.883 -1.330 0.60
O -2.056 -1.506 -2.732 -0.56
O 0.475 -2.407 -1.899 -0.55
Ga -0.721 -0.076 0.117 0.18
H -2.780 -3.268 -0.910 0.19
H -1.793 -2.109 -3.517 0.29
H 0.754 -3.097 -1.223 0.33
H -2.079 0.721 0.427 -0.23
H -0.094 -0.681 1.495 -0.24
H 0.450 0.899 -0.462 -0.21
C 2.214 3.329 2.191 0.00
Cl 3.226 3.529 0.750 -0.14
Cl 0.698 4.228 2.015 -0.13
Cl 1.888 1.613 2.489 -0.09
H 2.755 3.731 3.051 0.31

---

13
Properties=species:S:1:pos:R:3:mulliken_charge:R:1 method="wB97M-V/def2-TZVPD" total_energy_ev=-32407.859 e_above_lowest_ev=0.5956 homo_lumo_gap_ev=9.503 e_lumo_ha=0.0042 smiles=C[Si@@H](Cl)N1N[SiH2]1
C 1.380 -1.197 -0.922 -1.02
N -1.364 -0.519 1.046 -0.50
N -0.335 0.455 0.515 0.24
Si -1.595 1.027 1.583 0.28
Si 0.490 0.514 -1.019 0.38
Cl 0.066 0.663 -3.161 -0.32
H 0.554 -1.996 -0.835 0.28
H 1.885 -1.489 -1.893 0.29
H 2.005 -1.279 -0.098 0.33
H -0.865 -1.101 1.681 0.26
H -2.821 1.467 1.050 -0.08
H -0.910 1.858 2.580 -0.06
H 1.509 1.597 -0.527 -0.08

---

13
Properties=species:S:1:pos:R:3:mulliken_charge:R:1 method="wB97M-V/def2-TZVPD" total_energy_ev=-32408.137 e_above_lowest_ev=0.3176 homo_lumo_gap_ev=9.160 e_lumo_ha=0.0118
C 1.863 0.222 1.279 -1.11
N -1.336 -0.016 0.676 -0.56
N 0.030 -0.169 -1.329 -0.08
Si -1.594 -0.963 -1.086 0.41
Si 0.144 0.756 0.264 0.49
Cl 0.960 -0.194 -2.725 -0.10
H 2.762 -0.016 0.639 0.29
H 2.082 1.032 1.882 0.35
H 1.590 -0.414 2.070 0.36
H -2.080 0.615 0.820 0.26
H -1.603 -2.387 -0.778 -0.08
H -2.699 -0.627 -2.018 -0.08
H -0.118 2.161 0.306 -0.15